The following is a quantum chemistry calculation of a molecular structure, C3H5N3S, from OMol25.

```
12
Properties=species:S:1:pos:R:3:forces:R:3
C -0.831 0.587 -0.183 -0.190 -0.776 -1.985
C -0.338 -1.179 0.896 1.614 0.041 -0.722
C 0.883 -0.678 0.523 0.641 -0.464 -0.051
H -0.786 2.133 -1.806 -4.003 -2.897 2.811
H -2.678 0.978 -1.472 4.989 2.098 1.522
H -0.508 -2.031 1.454 -0.222 -1.657 0.946
H 2.810 -1.017 1.748 0.366 -0.068 -0.091
H 1.264 0.982 -0.887 -2.238 -1.551 2.857
N -1.618 1.518 -1.019 1.202 -0.267 -2.196
N -1.370 -0.481 0.392 -0.208 2.463 -0.215
N 0.592 0.512 -0.108 -0.365 2.499 -3.592
S 2.579 -1.325 0.462 -1.585 0.581 0.717
```
Positions in Å, forces in eV/Å.

As for the multiplicity: 1. Its total charge is 0. For the HOMO-LUMO gap, the calculation gives 8.15 eV.

natural (NBO) population analysis, charges in e, atoms 1 to 8:
1 C 0.494
2 C -0.073
3 C -0.078
4 H 0.388
5 H 0.446
6 H 0.204
7 H 0.140
8 H 0.430

The following is a quantum chemistry calculation of C3H5N3S in the gas phase, from OMol25.

```
12
Properties=species:S:1:pos:R:3:forces:R:3
C 0.539 0.371 0.004 0.310 -0.348 0.138
C -0.268 1.546 0.013 -1.175 2.092 -0.046
C -0.951 2.552 0.020 2.528 -3.754 -0.005
H 2.319 -1.294 0.826 0.153 0.618 -1.023
H 3.457 -0.496 -0.027 1.961 0.360 0.033
H 0.441 -1.531 -0.376 0.480 -0.969 -0.190
H -2.086 -1.276 1.185 -0.008 -0.014 -0.294
H -1.533 3.374 0.078 -1.443 2.095 0.058
N 2.526 -0.774 -0.063 -2.697 -0.093 0.906
N 1.815 0.482 -0.076 -0.116 -0.746 0.086
N -0.108 -0.874 0.131 0.542 0.700 -0.006
S -1.759 -1.089 -0.115 -0.536 0.059 0.342
```
Positions in Å, forces in eV/Å.

The SMILES is C#C/C(=N/N)NS. As for the multiplicity: 1. Its total charge is 0. For the HOMO-LUMO gap, the calculation gives 9.48 eV.

natural (NBO) population analysis, charges in e, atoms 1 to 8:
1 C 0.281
2 C -0.060
3 C -0.145
4 H 0.347
5 H 0.364
6 H 0.403
7 H 0.105
8 H 0.220

Lowest unoccupied orbital energy for every record listed, in sequence, given in eV: 0.2; 0.8.
ΔE to the lowest compared entry with this formula, charge and spin for every record listed, in sequence, given in kcal/mol: 73.9; 89.1.
Electronic energy for every record listed, in sequence, given in eV: -18494.6933; -18494.0335.